[1]
The following is a DFT calculation (wB97M-V/def2-TZVPD) of 9 unconnected molecules or ions with the total composition C64H60BrF8NO2.

CARTESIAN COORDINATES (ANGSTROEM)
C1 4.855 -1.191 1.150
C2 4.413 -0.681 -0.246
C3 3.802 -1.829 -1.046
C4 3.362 -1.471 -2.473
C5 2.715 -0.090 -2.564
N1 2.440 -2.495 -3.028
C6 2.641 -3.866 -2.615
O1 3.503 -4.575 -3.048
C7 1.533 -4.180 -1.662
C8 1.390 -5.179 -0.724
C9 0.255 -5.146 0.075
C10 -0.714 -4.147 -0.064
C11 -1.914 -4.093 0.849
C12 -2.086 -2.686 1.475
C13 -2.592 -2.727 2.909
Br1 -1.160 -3.246 4.122
C14 -0.573 -3.175 -1.053
C15 0.562 -3.204 -1.831
C16 1.029 -2.292 -2.917
O2 0.353 -1.590 -3.618
H1 4.032 -1.071 1.857
H2 5.059 -2.264 1.105
H3 5.736 -0.647 1.475
H4 3.638 0.059 -0.066
H5 5.289 -0.261 -0.746
H6 4.495 -2.675 -1.083
H7 2.917 -2.146 -0.480
H8 4.258 -1.427 -3.100
H9 1.964 0.037 -1.780
H10 3.471 0.680 -2.418
H11 2.252 0.063 -3.537
H12 2.155 -5.935 -0.604
H13 0.119 -5.897 0.844
H14 -2.813 -4.344 0.284
H15 -1.775 -4.791 1.675
H16 -1.096 -2.220 1.492
H17 -2.728 -2.042 0.871
H18 -2.885 -1.730 3.221
H19 -3.421 -3.418 3.012
H20 -1.305 -2.389 -1.189
F1 2.991 -1.664 -10.012
C17 2.237 -1.702 -8.890
C18 2.850 -1.967 -7.683
C19 2.072 -2.000 -6.534
C20 0.702 -1.778 -6.605
C21 0.113 -1.518 -7.836
C22 0.880 -1.473 -8.992
H21 3.917 -2.144 -7.650
H22 2.536 -2.202 -5.577
H23 0.104 -1.809 -5.707
H24 -0.954 -1.348 -7.899
H25 0.441 -1.265 -9.959
F2 -4.949 -4.772 1.785
C23 -5.859 -4.949 2.771
C24 -5.413 -5.222 4.049
C25 -6.353 -5.400 5.054
C26 -7.709 -5.310 4.768
C27 -8.129 -5.035 3.474
C28 -7.199 -4.848 2.461
H26 -4.352 -5.295 4.249
H27 -6.023 -5.609 6.062
H28 -8.438 -5.453 5.555
H29 -9.185 -4.967 3.248
H30 -7.503 -4.627 1.447
F3 1.787 0.573 0.871
C29 1.851 1.356 1.975
C30 0.893 1.197 2.955
C31 0.968 1.998 4.085
C32 1.984 2.936 4.213
C33 2.935 3.073 3.211
C34 2.875 2.274 2.078
H31 0.110 0.460 2.831
H32 0.229 1.887 4.868
H33 2.035 3.560 5.095
H34 3.727 3.795 3.314
H35 3.609 2.357 1.287
F4 7.028 1.211 1.853
C35 8.339 1.259 1.533
C36 8.822 2.366 0.866
C37 10.170 2.409 0.542
C38 11.006 1.353 0.880
C39 10.493 0.250 1.549
C40 9.148 0.197 1.885
H36 8.151 3.174 0.608
H37 10.569 3.271 0.024
H38 12.056 1.390 0.623
H39 11.141 -0.576 1.810
H40 8.726 -0.649 2.410
F5 3.660 5.749 2.268
C41 2.949 6.744 1.692
C42 3.078 8.027 2.185
C43 2.348 9.044 1.587
C44 1.501 8.762 0.521
C45 1.387 7.462 0.051
C46 2.120 6.437 0.634
H41 3.737 8.218 3.021
H42 2.442 10.058 1.953
H43 0.933 9.557 0.059
H44 0.724 7.241 -0.775
H45 2.052 5.416 0.282
F6 -11.091 -5.164 1.615
C47 -11.115 -6.487 1.341
C48 -11.978 -7.299 2.047
C49 -11.997 -8.656 1.760
C50 -11.157 -9.179 0.787
C51 -10.295 -8.340 0.094
C52 -10.272 -6.980 0.366
H46 -12.619 -6.871 2.806
H47 -12.672 -9.307 2.301
H48 -11.174 -10.238 0.569
H49 -9.636 -8.744 -0.663
H50 -9.612 -6.308 -0.166
F7 1.711 11.649 -0.978
C53 3.022 11.737 -1.299
C54 3.476 12.897 -1.891
C55 4.821 12.993 -2.218
C56 5.682 11.936 -1.958
C57 5.197 10.779 -1.364
C58 3.855 10.670 -1.024
H51 2.786 13.706 -2.090
H52 5.196 13.898 -2.678
H53 6.729 12.015 -2.218
H54 5.865 9.952 -1.163
H55 3.464 9.781 -0.553
F8 -4.832 -0.409 2.773
C59 -5.493 -0.185 1.616
C60 -6.829 -0.520 1.539
C61 -7.499 -0.290 0.346
C62 -6.831 0.258 -0.741
C63 -5.485 0.582 -0.635
C64 -4.804 0.364 0.554
H56 -7.326 -0.953 2.396
H57 -8.548 -0.541 0.266
H58 -7.358 0.432 -1.668
H59 -4.961 1.006 -1.481
H60 -3.757 0.616 0.662

Computed properties:
E_LUMO, eV: 0.1245
SMILES: CCC[C@H](C)N1C(=O)c2ccc(CCCBr)cc2C1=O.Fc1ccccc1.Fc1ccccc1.Fc1ccccc1.Fc1ccccc1.Fc1ccccc1.Fc1ccccc1.Fc1ccccc1.Fc1ccccc1
Charge: 0
HOMO level, eV: -8.75
Energy relative to the best compared isomer or geometry (same formula, charge and spin), kJ/mol: 0.00
HOMO-LUMO gap, eV: 8.87

[2]
The following is a DFT calculation (wB97M-V/def2-TZVPD) of a molecular structure, C3H4NaO2.

CARTESIAN COORDINATES (ANGSTROEM)
O1 -0.298 -0.426 -2.251
C1 -0.405 0.622 -1.477
C2 0.191 0.812 -0.261
O2 0.936 -0.119 0.408
C3 0.232 -0.855 1.506
Na1 -0.191 -1.961 -0.615
H1 -1.084 1.448 -1.786
H2 -0.142 1.759 0.230
H3 -0.310 -0.086 2.099
H4 1.071 -1.193 2.148

Computed properties:
E_LUMO, eV: 2.3687
Charge: -1
HOMO level, eV: -1.84
Energy relative to the best compared isomer or geometry (same formula, charge and spin), kJ/mol: 0.00
HOMO-LUMO gap, eV: 4.21

[3]
The following is a DFT calculation (wB97M-V/def2-TZVPD) of a single C5H8N2O molecule.

CARTESIAN COORDINATES (ANGSTROEM)
C1 -0.885 0.213 2.124
C2 1.198 -1.160 -1.836
C3 0.247 0.738 1.276
C4 0.879 -0.663 -0.465
C5 -1.026 0.966 -0.993
N1 1.165 -0.974 0.692
N2 0.020 0.598 -0.380
O1 0.989 1.624 1.595
H1 -1.584 1.024 2.342
H2 -1.398 -0.619 1.649
H3 -0.453 -0.126 3.065
H4 1.864 -2.015 -1.749
H5 0.291 -1.475 -2.361
H6 1.680 -0.383 -2.433
H7 -1.689 1.716 -0.572
H8 -1.298 0.534 -1.954

Computed properties:
E_LUMO (spin up / spin down), eV: -0.2328 / -0.2330
Charge: 0
HOMO level (spin up / spin down), eV: -8.28 / -8.28
Energy relative to the best compared isomer or geometry (same formula, charge and spin), kJ/mol: 339.71
HOMO-LUMO gap (spin up / spin down), eV: 8.05 / 8.05

[4]
The following is a DFT calculation (wB97M-V/def2-TZVPD) of a molecular structure, C7H5F6N4O7S2.

CARTESIAN COORDINATES (ANGSTROEM)
N1 3.708 5.292 -1.325
C1 2.821 4.714 -0.852
C2 1.606 4.147 -0.307
C3 1.671 2.624 -0.244
O1 2.523 2.294 0.819
C4 0.320 2.153 0.078
N2 -0.775 1.802 0.245
C5 2.131 1.964 -1.535
O2 1.757 2.722 -2.666
N3 0.944 1.955 -3.543
O3 0.446 2.617 -4.347
H1 1.497 4.497 0.705
H2 0.747 4.439 -0.881
H3 2.908 1.433 0.654
H4 1.667 0.989 -1.617
H5 3.198 1.791 -1.504
C6 -3.537 -3.940 2.747
F1 -3.776 -4.593 3.883
F2 -4.160 -4.593 1.761
F3 -4.096 -2.730 2.846
S1 -1.728 -3.828 2.448
O4 -1.296 -5.193 2.334
O5 -1.220 -3.088 3.569
N4 -1.827 -3.025 1.084
S2 -0.479 -2.635 0.353
O6 0.252 -3.725 -0.231
O7 0.304 -1.612 0.990
C7 -1.258 -1.787 -1.077
F4 -1.996 -0.745 -0.700
F5 -2.042 -2.610 -1.779
F6 -0.311 -1.330 -1.907

Computed properties:
E_LUMO, eV: 1.6237
Charge: -1
HOMO level, eV: -6.49
HOMO-LUMO gap, eV: 8.11

[5]
The following is a DFT calculation (wB97M-V/def2-TZVPD) of a molecular structure, C2H9NO.

CARTESIAN COORDINATES (ANGSTROEM)
N1 0.326 -0.491 2.156
H1 0.871 -1.307 2.292
H2 2.762 1.685 -1.532
H3 -0.558 -0.905 2.243
H4 0.414 -0.236 1.146
C1 -1.456 0.250 -0.283
O1 -1.306 -1.090 -0.517
C2 -0.328 -0.267 -1.140
H5 -1.216 0.736 0.667
H6 -2.316 0.738 -0.787
H7 0.622 0.086 -0.668
H8 -0.365 -0.117 -2.172
H9 2.551 0.919 -1.403

Computed properties:
E_LUMO (spin up / spin down), eV: -3.2608 / -10.7102
2S+1: 2
Charge: +1
HOMO level (spin up / spin down), eV: -17.42 / -15.37
Energy relative to the best compared isomer or geometry (same formula, charge and spin), kJ/mol: 428.98
HOMO-LUMO gap (spin up / spin down), eV: 14.16 / 4.66

[6]
The following is a DFT calculation (wB97M-V/def2-TZVPD) of 5 unconnected molecules or ions with the total composition C12H35Cl2O14P3.

CARTESIAN COORDINATES (ANGSTROEM)
C1 -4.496 -4.595 -4.639
O1 -3.501 -4.865 -3.670
P1 -3.626 -4.268 -2.198
O2 -4.983 -3.927 -1.759
O3 -2.609 -3.044 -2.125
C2 -1.337 -3.036 -2.729
O4 -2.883 -5.374 -1.327
C3 -3.530 -6.611 -1.135
H1 -5.388 -5.198 -4.436
H2 -4.250 -4.905 -5.653
H3 -4.792 -3.547 -4.604
H4 -1.332 -2.315 -3.548
H5 -1.045 -4.016 -3.113
H6 -0.530 -2.734 -2.058
H7 -3.018 -7.447 -1.612
H8 -4.549 -6.646 -1.538
H9 -3.711 -6.861 -0.089
C4 1.628 7.511 3.471
O5 2.453 6.457 2.962
P2 1.897 5.571 1.762
O6 0.436 5.543 1.547
O7 2.541 4.170 2.156
C5 2.362 3.064 1.251
O8 2.691 6.070 0.445
C6 2.707 7.404 0.002
H10 2.291 8.197 3.995
H11 0.886 7.126 4.168
H12 1.134 8.061 2.671
H13 2.206 2.087 1.704
H14 3.223 2.924 0.594
H15 1.502 3.285 0.616
H16 1.850 7.986 0.349
H17 2.706 7.429 -1.087
H18 3.615 7.918 0.325
C7 0.072 3.196 4.037
O9 0.271 1.856 4.519
P3 -0.129 0.546 3.727
O10 0.533 0.450 2.428
O11 -1.743 0.555 3.615
C8 -2.602 0.435 4.746
O12 0.115 -0.668 4.776
C9 1.005 -1.729 4.367
H19 0.977 3.765 4.228
H20 -0.758 3.660 4.566
H21 -0.104 3.142 2.964
H22 -3.457 1.107 4.670
H23 -2.092 0.763 5.654
H24 -2.986 -0.576 4.861
H25 2.033 -1.579 4.694
H26 0.981 -1.819 3.282
H27 0.663 -2.657 4.821
C10 2.052 -3.568 -4.676
C11 1.820 -2.080 -4.482
O13 0.741 -1.656 -5.346
O14 2.596 -3.729 -5.975
H28 1.095 -4.063 -4.496
H29 2.807 -3.909 -3.959
H30 2.710 -1.538 -4.805
H31 1.452 -1.802 -3.499
H32 0.969 -1.928 -6.241
H33 2.545 -4.653 -6.234
C12 1.448 -0.515 -0.590
Cl1 2.676 0.220 -1.609
Cl2 1.952 -2.102 0.017
H34 1.324 0.063 0.322
H35 0.487 -0.602 -1.086

Computed properties:
E_LUMO, eV: 0.6250
SMILES: COP(=O)(OC)OC.COP(=O)(OC)OC.COP(=O)(OC)OC.ClCCl.OCCO
Charge: 0
HOMO level, eV: -10.22
Energy relative to the best compared isomer or geometry (same formula, charge and spin), kJ/mol: 0.00
HOMO-LUMO gap, eV: 10.85

[7]
The following is a DFT calculation (wB97M-V/def2-TZVPD) of a single C27H46O molecule.

CARTESIAN COORDINATES (ANGSTROEM)
C1 -7.455 -1.294 -0.323
H1 -6.803 -1.939 -0.908
H2 -8.378 -1.834 -0.122
H3 -6.977 -1.082 0.629
C2 -7.757 -0.002 -1.077
C3 -8.590 0.935 -0.204
H4 -8.066 1.181 0.717
H5 -9.531 0.460 0.064
H6 -8.810 1.859 -0.732
C4 -6.498 0.689 -1.623
C5 -5.434 1.108 -0.599
H7 -4.906 1.977 -0.999
H8 -5.926 1.423 0.320
C6 -4.394 0.023 -0.308
H9 -4.127 -0.439 -1.257
H10 -4.819 -0.753 0.328
C7 -3.117 0.558 0.365
C8 -3.460 1.088 1.756
H11 -2.632 1.642 2.186
H12 -4.307 1.766 1.703
H13 -3.717 0.269 2.424
H14 -2.737 1.389 -0.239
C9 -2.055 -0.558 0.397
H15 -2.482 -1.395 0.961
C10 -1.720 -1.056 -1.025
H16 -2.373 -1.880 -1.309
H17 -1.867 -0.253 -1.748
C11 -0.253 -1.506 -1.016
H18 0.342 -0.871 -1.671
H19 -0.150 -2.531 -1.370
C12 0.209 -1.373 0.438
C13 1.719 -1.165 0.625
C14 2.497 -2.291 -0.057
C15 3.998 -2.105 0.124
C16 4.411 -0.748 -0.440
C17 5.938 -0.608 -0.469
C18 6.358 0.711 -1.065
O1 7.185 0.803 -1.939
C19 5.655 1.904 -0.469
H20 5.903 2.793 -1.053
C20 4.138 1.710 -0.423
H21 3.700 2.578 0.071
H22 3.759 1.686 -1.448
C21 3.717 0.416 0.298
C22 4.118 0.506 1.774
H23 5.195 0.442 1.897
H24 3.793 1.456 2.192
H25 3.671 -0.292 2.359
C23 2.182 0.218 0.145
C24 1.354 1.283 0.867
C25 -0.134 1.110 0.574
H26 -0.292 1.215 -0.500
H27 -0.686 1.911 1.069
C26 -0.671 -0.250 1.031
C27 -0.683 -0.360 2.557
H28 0.327 -0.479 2.941
H29 -1.260 -1.228 2.870
H30 -1.109 0.520 3.026
H31 1.519 1.221 1.942
H32 1.652 2.280 0.539
H33 1.966 0.297 -0.927
H34 6.040 2.049 0.543
H35 6.374 -1.418 -1.056
H36 6.343 -0.676 0.543
H37 4.069 -0.712 -1.482
H38 4.265 -2.174 1.180
H39 4.532 -2.898 -0.404
H40 2.272 -2.298 -1.125
H41 2.184 -3.252 0.356
H42 1.920 -1.234 1.699
H43 -0.055 -2.302 0.958
H44 -6.035 0.032 -2.363
H45 -6.832 1.584 -2.154
H46 -8.364 -0.262 -1.954

Computed properties:
E_LUMO, eV: 0.6810
SMILES: CC(C)CCC[C@@H](C)[C@H]1CC[C@H]2[C@H]3CC[C@@H]4CC(=O)CC[C@@]4(C)[C@@H]3CC[C@@]12C
Charge: 0
HOMO level, eV: -9.24
Energy relative to the best compared isomer or geometry (same formula, charge and spin), kJ/mol: 0.00
HOMO-LUMO gap, eV: 9.92

[8]
The following is a DFT calculation (wB97M-V/def2-TZVPD) of 3 unconnected molecules or ions with the total composition C3H8N4.

CARTESIAN COORDINATES (ANGSTROEM)
C1 7.859 -3.729 4.193
C2 -2.946 1.795 -1.281
C3 -3.581 2.238 -2.556
N1 -1.891 2.445 -0.910
N2 7.315 -4.712 4.159
N3 -3.485 0.820 -0.518
N4 -1.066 3.129 -0.617
H1 8.062 -2.757 4.205
H2 -3.741 3.308 -2.714
H3 -2.930 2.035 -3.367
H4 -4.463 1.538 -2.688
H5 -4.301 0.479 -0.840
H6 -2.977 0.243 0.121
H7 7.101 -5.739 4.170
H8 -1.229 4.813 0.304

Computed properties:
E_LUMO (spin up / spin down), eV: -7.3146 / -7.4638
Charge: +2
HOMO level (spin up / spin down), eV: -15.01 / -15.40
Energy relative to the best compared isomer or geometry (same formula, charge and spin), kJ/mol: 405.94
HOMO-LUMO gap (spin up / spin down), eV: 7.70 / 7.94

[9]
The following is a DFT calculation (wB97M-V/def2-TZVPD) of 2 unconnected molecules or ions with the total composition C10H16O.

CARTESIAN COORDINATES (ANGSTROEM)
C1 1.979 -1.744 -2.821
C2 2.522 -1.062 -1.638
H1 0.947 -1.429 -3.255
H2 2.322 -1.547 -3.805
H3 1.853 -2.866 -2.509
H4 1.821 -1.167 -0.690
H5 2.525 -0.006 -1.758
H6 3.512 -1.443 -1.217
C3 -0.455 -1.285 1.221
C4 0.938 -1.121 1.846
C5 -1.028 0.108 1.038
C6 -1.223 0.341 -0.329
C7 -1.178 1.029 2.083
C8 -2.052 1.491 -0.525
C9 -1.728 2.299 1.779
C10 -2.192 2.520 0.413
O1 -2.515 3.782 0.170
H7 -0.104 -1.692 0.240
H8 -1.163 -1.974 1.694
H9 1.501 -1.916 1.325
H10 -0.872 -0.315 -1.171
H11 -0.762 0.860 3.058
H12 -2.473 1.462 -1.557
H13 -1.841 3.038 2.638
H14 -2.830 4.081 -0.710
H15 1.136 -1.314 2.857
H16 1.362 -0.131 1.624

Computed properties:
E_LUMO (spin up / spin down), eV: 3.4584 / 3.3619
2S+1: 2
Charge: -1
HOMO level (spin up / spin down), eV: 0.84 / -3.09
Energy relative to the best compared isomer or geometry (same formula, charge and spin), kJ/mol: 254.68
HOMO-LUMO gap (spin up / spin down), eV: 2.61 / 6.45

[10]
The following is a DFT calculation (wB97M-V/def2-TZVPD) of a single CH2N4S2 molecule.

CARTESIAN COORDINATES (ANGSTROEM)
C1 -0.815 -0.612 -0.136
N1 0.999 0.304 0.132
N2 -0.340 -1.641 -0.578
N3 1.651 -0.705 -0.265
N4 1.094 -1.742 -0.691
S1 1.449 1.992 -0.173
S2 -2.118 0.429 0.236
H1 0.846 2.651 0.943
H2 -2.767 -0.675 0.533

Computed properties:
E_LUMO (spin up / spin down), eV: 0.2475 / -2.9394
2S+1: 3
Charge: 0
HOMO level (spin up / spin down), eV: -5.78 / -9.59
Energy relative to the best compared isomer or geometry (same formula, charge and spin), kJ/mol: 99.40
HOMO-LUMO gap (spin up / spin down), eV: 6.03 / 6.65

[11]
The following is a DFT calculation (wB97M-V/def2-TZVPD) of 2 unconnected molecules or ions with the total composition CH7N2S.

CARTESIAN COORDINATES (ANGSTROEM)
S1 2.582 1.728 -1.673
H1 1.706 1.452 -2.830
N1 0.122 0.716 0.450
C1 -0.996 -0.201 0.205
N2 -0.475 -1.556 0.552
H2 0.669 0.817 -0.439
H3 0.673 0.510 1.292
H4 -1.434 -0.282 -0.740
H5 -1.854 0.021 0.813
H6 -1.251 -1.887 1.216
H7 0.257 -1.318 1.155

Computed properties:
E_LUMO, eV: 3.8884
Charge: -1
HOMO level, eV: -2.62
Energy relative to the best compared isomer or geometry (same formula, charge and spin), kJ/mol: 126.74
HOMO-LUMO gap, eV: 6.51

[12]
The following is a DFT calculation (wB97M-V/def2-TZVPD) of a single CH5N3O2S molecule.

CARTESIAN COORDINATES (ANGSTROEM)
C1 1.407 -0.993 -0.192
N1 1.088 0.133 -0.739
N2 -0.889 1.188 0.520
N3 -0.899 0.109 1.414
O1 -0.650 1.636 -1.929
O2 -1.328 -0.635 -1.204
S1 -0.702 0.627 -0.932
H1 0.741 -1.817 -0.380
H2 2.246 -1.116 0.476
H3 1.645 0.959 -0.542
H4 -1.619 -0.565 1.157
H5 -1.040 0.474 2.350

Computed properties:
E_LUMO (spin up / spin down), eV: 0.5041 / -2.5757
2S+1: 3
Charge: 0
HOMO level (spin up / spin down), eV: -6.07 / -10.96
Energy relative to the best compared isomer or geometry (same formula, charge and spin), kJ/mol: 177.09
HOMO-LUMO gap (spin up / spin down), eV: 6.58 / 8.39

| no. | strongest force on any atom (eV/Å) |
| --- | --- |
| 1 | 0.94 |
| 2 | 1.79 |
| 3 | 1.27 |
| 4 | 2.45 |
| 5 | 3.05 |
| 6 | 1.83 |
| 7 | 0.49 |
| 8 | 4.17 |
| 9 | 4.36 |
| 10 | 3.56 |
| 11 | 4.03 |
| 12 | 6.83 |